(1)
This record from the Open Molecules 2025 dataset describes a molecular structure, C6H9CuOS6 at a distorted geometry. The level of theory is wB97M-V/def2-TZVPD.

Geometry as XYZ:
```
23
Properties=species:S:1:pos:R:3:forces:R:3:lowdin_charge:R:1
Cu -0.3260 -0.6539 -0.2687 -0.353 0.238 0.340 -0.01
C -2.0817 -2.4848 1.8698 0.344 0.090 -0.045 -0.32
S -0.4076 -1.7500 1.7503 -0.466 0.199 0.219 0.83
C -0.7363 -0.2463 2.6110 0.180 0.122 0.246 -0.99
C -1.1793 0.9109 2.0490 0.179 -0.308 0.628 -1.15
S -1.5079 1.2133 0.4049 -0.106 0.063 -0.747 0.55
S -1.4229 2.2286 3.1946 0.186 -0.551 0.044 0.90
C -0.9180 1.3858 4.6384 0.005 -0.097 -0.134 -1.51
S -0.8585 2.0946 6.1059 -0.027 0.068 0.180 0.53
S -0.4659 -0.2682 4.3489 -0.152 0.425 -0.216 0.88
H -1.9905 -3.5337 1.6112 -0.069 -0.136 -0.066 0.04
H -2.7649 -1.9713 1.2011 -0.024 0.030 -0.014 0.04
H -2.4064 -2.3817 2.9017 -0.016 -0.054 0.009 0.04
C 3.0462 0.3990 -2.9392 -0.541 0.279 0.317 -0.23
S 1.3878 0.7577 -2.2478 0.535 -0.100 -1.294 0.90
C 0.5296 0.9387 -3.8527 0.179 0.148 0.597 -0.22
O 0.9348 -0.5901 -1.7502 0.161 -0.472 -0.132 -0.61
H 2.9851 -0.4009 -3.6697 -0.154 -0.082 -0.044 0.06
H 3.6926 0.1034 -2.1174 -0.068 0.027 0.103 0.06
H 3.4215 1.3122 -3.3901 0.067 0.112 -0.070 0.05
H 0.9889 1.7485 -4.4095 0.058 0.144 -0.052 0.06
H -0.5076 1.1812 -3.6377 -0.033 0.020 0.068 0.05
H 0.5881 0.0063 -4.4042 0.114 -0.163 0.065 0.06
```
Forces are in eV/Å.

Relative energy (zero: lowest compared OMol25 entry of this formula, charge and spin), kcal/mol: 2.3
Net charge: 0
Molar mass, g/mol: 353.08
Largest force on an atom, Eh/bohr: 0.027
Multiplicity: 1
LUMO energy, eV: 0.12

=====

(2)
This record from the Open Molecules 2025 dataset describes 2 unconnected molecules or ions with the total composition C5H13NO6S at a distorted geometry. The level of theory is wB97M-V/def2-TZVPD.

Geometry as XYZ:
```
26
Properties=species:S:1:pos:R:3:forces:R:3:mulliken_spin:R:1
C 0.1692 1.3464 2.2000 3.245 -3.355 0.119 0.03
C 2.0475 0.0986 -1.7529 0.007 1.781 0.932 0.03
C 0.9405 1.2182 0.8487 -2.143 2.025 0.502 -0.03
C 0.1243 1.1418 -0.4379 0.879 1.186 4.480 1.27
C 0.2518 -2.5890 0.9912 0.222 -0.997 -1.422 0.00
N 0.7313 0.6973 -1.4821 1.478 -1.529 -5.150 0.23
O -1.8075 1.3388 -2.2838 -0.424 -0.262 1.986 0.07
O -1.8576 -0.0825 0.0180 -0.039 1.438 -0.873 0.02
O -3.8064 1.0725 -0.8485 1.557 0.395 0.597 0.10
O 0.4889 -1.8231 1.8735 0.119 0.446 0.687 0.00
O 0.9158 -3.7671 0.7982 0.225 0.350 1.592 0.00
O -0.6303 -2.4282 0.0007 0.478 1.672 -0.018 0.00
S -2.0572 1.3872 -0.8141 0.170 -0.986 -1.297 0.20
H 0.8803 1.1572 3.0967 -0.889 1.358 -1.457 0.00
H -0.3498 2.2258 2.1098 -1.383 2.104 0.779 0.00
H -0.4198 0.4630 2.3362 -1.029 -0.217 -0.277 -0.01
H 2.8477 0.8554 -1.5607 -0.338 -0.972 0.722 0.01
H 2.0995 -0.8610 -1.2962 0.743 -0.604 1.010 0.02
H 2.2370 -0.1079 -2.7782 -0.815 0.043 -1.203 -0.01
H 1.6782 0.4525 0.8589 0.495 -0.851 -0.074 0.04
H 1.4009 2.1900 0.6780 0.882 0.064 0.451 0.05
H -2.7575 -0.3496 -0.0131 -1.900 -1.430 0.341 0.01
H 0.1362 0.6896 -2.2679 -0.478 0.030 -1.214 -0.03
H -3.9431 0.9741 -1.7965 -0.177 0.034 -0.379 0.00
H 1.4753 -3.8841 1.6182 -0.783 0.170 -1.261 0.00
H -0.7949 -1.4160 -0.0962 -0.102 -1.893 0.428 0.00
```
Forces are in eV/Å.

Net charge: 0
Molar mass, g/mol: 215.23
⟨S²⟩: 2.0124
Largest force on an atom, Eh/bohr: 0.108
Multiplicity: 3
LUMO energy (alpha / beta), eV: 0.59 / -2.19

=====

(3)
This record from the Open Molecules 2025 dataset describes a molecular structure, C22H46BN5O3Si2. The level of theory is wB97M-V/def2-TZVPD.

Geometry as XYZ:
```
79
Properties=species:S:1:pos:R:3:forces:R:3:lowdin_charge:R:1
C 4.1896 -2.8504 -0.1071 -0.058 -0.129 0.056 -0.06
C 2.8003 -2.4608 -0.5701 -0.003 0.081 -0.209 -0.25
O 2.7363 -1.0354 -0.6842 0.196 -0.072 0.427 0.02
B 1.6264 -0.3465 -0.2717 -0.340 0.186 -0.044 -0.69
O 1.7797 0.8314 0.4003 -0.115 -0.407 -0.374 0.08
Si -0.3364 -0.8330 -0.6019 0.415 -0.068 0.296 0.61
O -0.5241 -2.4436 -1.0255 0.001 0.143 -0.094 -0.57
Si -1.6482 -3.4773 -0.4120 -0.099 -0.138 0.102 0.47
H 4.4668 -2.2737 0.7771 -0.011 -0.021 -0.045 0.08
H 4.2113 -3.9109 0.1591 0.017 0.052 -0.066 0.08
H 4.9311 -2.6761 -0.8884 -0.037 0.061 0.053 0.08
H 2.5821 -2.8948 -1.5459 -0.041 -0.067 -0.009 0.09
H 2.0421 -2.8202 0.1311 0.040 0.028 -0.012 0.11
H 2.6948 1.0383 0.6370 0.042 0.211 0.070 0.05
H -1.0601 -0.6423 0.6729 -0.067 -0.063 -0.047 -0.04
H -0.9251 0.0160 -1.6595 -0.033 -0.026 -0.018 -0.03
H -1.8552 -4.5662 -1.3910 0.100 -0.020 0.051 -0.07
H -2.9186 -2.7876 -0.1357 0.015 0.013 0.011 -0.06
H -1.1437 -4.0504 0.8631 0.027 -0.039 -0.069 -0.07
C 0.5356 3.7271 0.9139 -0.192 0.149 0.005 -0.12
C -0.7431 4.3948 1.4060 0.072 0.025 0.004 -0.25
C -1.6910 3.4192 2.1156 0.092 0.131 -0.213 -0.20
C -2.1547 2.3660 1.2124 0.010 -0.222 0.192 -0.22
N -2.4915 1.4977 0.5397 -0.142 0.256 -0.080 0.14
H 0.3156 2.9669 0.1656 0.040 -0.040 0.024 0.06
H 1.2007 4.4606 0.4537 0.001 0.005 0.000 0.07
H 1.0784 3.2415 1.7235 -0.051 -0.015 0.001 0.05
H -1.2676 4.8499 0.5629 -0.047 0.014 0.034 0.11
H -0.5187 5.2003 2.1082 0.009 -0.018 0.014 0.11
H -2.5506 3.9498 2.5205 -0.021 -0.035 -0.034 0.07
H -1.1838 2.9394 2.9559 0.015 -0.008 -0.016 0.11
C -2.8118 1.3832 5.8047 0.026 -0.002 0.014 -0.10
C -3.6400 2.2533 6.7402 0.003 -0.039 -0.017 -0.26
C -4.5623 3.2141 5.9811 0.006 -0.021 0.062 -0.19
C -3.8087 4.1965 5.2010 -0.080 0.062 -0.070 -0.22
N -3.2199 4.9647 4.5831 0.010 -0.016 0.101 0.16
H -2.1399 1.9905 5.1957 -0.014 0.002 -0.010 0.06
H -2.2017 0.6774 6.3676 0.005 0.006 -0.003 0.07
H -3.4506 0.8096 5.1307 0.002 0.004 -0.002 0.08
H -2.9857 2.8283 7.3980 -0.017 0.008 0.007 0.11
H -4.2645 1.6290 7.3814 -0.011 0.001 -0.014 0.11
H -5.2163 3.7567 6.6652 0.026 0.018 0.004 0.12
H -5.2052 2.6597 5.2939 0.016 0.006 -0.014 0.12
C 5.2558 5.1070 4.0593 0.018 -0.015 0.007 -0.11
C 5.6587 5.2846 2.6022 0.006 0.011 0.046 -0.26
C 4.4799 5.0969 1.6408 0.005 0.048 -0.026 -0.18
C 3.9617 3.7291 1.6664 -0.004 -0.083 0.002 -0.19
N 3.5699 2.6507 1.6928 0.288 0.092 0.018 0.19
H 4.9009 4.0926 4.2480 -0.017 0.006 -0.002 0.07
H 6.1009 5.2933 4.7215 -0.002 -0.010 -0.003 0.07
H 4.4580 5.8005 4.3322 0.001 -0.002 0.000 0.08
H 6.4490 4.5784 2.3416 -0.001 0.010 -0.017 0.11
H 6.0628 6.2857 2.4424 -0.021 0.001 -0.010 0.11
H 4.7706 5.3266 0.6145 0.002 -0.039 -0.003 0.12
H 3.6633 5.7745 1.9010 -0.012 -0.026 0.010 0.12
C 2.1850 -3.8151 -4.1468 -0.007 -0.020 -0.039 -0.10
C 0.6680 -3.9262 -4.0822 0.036 0.130 0.015 -0.26
C 0.1785 -5.3716 -3.9649 -0.062 0.033 0.003 -0.19
C 0.4947 -6.1688 -5.1516 -0.026 -0.049 -0.019 -0.24
N 0.7268 -6.7774 -6.0974 0.013 0.035 0.021 0.14
H 2.5813 -4.3037 -5.0388 -0.013 -0.017 0.007 0.07
H 2.4952 -2.7700 -4.1729 0.000 -0.010 0.011 0.08
H 2.6494 -4.2818 -3.2764 0.018 -0.024 -0.001 0.07
H 0.2357 -3.4652 -4.9730 -0.021 -0.049 -0.004 0.10
H 0.2769 -3.3778 -3.2231 0.044 0.001 0.032 0.09
H -0.9035 -5.3990 -3.8198 0.002 -0.004 0.002 0.09
H 0.6225 -5.8544 -3.0916 0.020 -0.005 -0.020 0.12
C -3.5374 -2.1272 -6.1171 0.021 0.019 0.012 -0.10
C -2.9026 -3.4804 -5.8303 -0.017 0.007 -0.050 -0.26
C -3.8174 -4.3991 -5.0127 0.034 -0.005 -0.018 -0.19
C -4.0632 -3.8673 -3.6708 0.027 -0.052 0.062 -0.22
N -4.2107 -3.4535 -2.6097 -0.089 0.018 -0.145 0.15
H -3.7301 -1.5793 -5.1934 -0.015 -0.010 0.000 0.08
H -2.8829 -1.5155 -6.7376 0.001 0.002 0.008 0.07
H -4.4857 -2.2444 -6.6454 0.001 0.001 0.000 0.08
H -1.9620 -3.3448 -5.2929 -0.024 -0.011 0.002 0.09
H -2.6628 -3.9924 -6.7640 -0.008 -0.009 0.005 0.11
H -3.3762 -5.3920 -4.9060 -0.002 0.003 0.019 0.11
H -4.7781 -4.5302 -5.5149 -0.002 0.024 0.006 0.12
```
Forces are in eV/Å.

Net charge: 0
Molar mass, g/mol: 495.63
Largest force on an atom, Eh/bohr: 0.011
Multiplicity: 1
LUMO energy, eV: 0.61

=====

(4)
This record from the Open Molecules 2025 dataset describes a single C8H14O3 molecule at a distorted geometry. The level of theory is wB97M-V/def2-TZVPD.

Geometry as XYZ:
```
25
Properties=species:S:1:pos:R:3:forces:R:3:lowdin_charge:R:1
C 1.4627 2.9401 0.8477 -0.508 -0.049 1.810 -0.04
C 0.2266 2.5984 -0.0385 1.613 -2.801 -0.903 -0.25
C -0.8944 0.0560 -1.0839 2.153 0.036 -3.016 -0.40
C -0.2798 -1.2495 -0.7054 1.219 -2.313 -0.097 -0.18
C -1.2057 -2.1363 0.1187 1.890 -0.655 1.524 -0.15
C -0.3911 -3.0458 1.1534 -3.915 1.900 -0.009 -0.25
C 0.1476 0.8643 -1.8210 0.255 0.267 -1.907 -0.06
C 0.5488 2.1097 -1.5255 -1.347 -1.934 3.069 0.00
H 1.9654 1.9574 1.0523 -0.130 0.939 -0.595 0.09
H 2.2123 3.7292 0.5659 -1.045 -0.841 -0.227 0.09
H 1.0780 3.2044 1.9089 0.455 -0.125 -1.762 0.10
H -0.6218 3.2118 -0.0499 -0.866 1.528 0.261 0.11
H -1.7732 -0.0275 -1.8325 0.893 0.125 1.598 0.20
H 0.5589 -1.0031 -0.0122 -0.222 -0.051 -0.764 0.13
H 0.1144 -1.8608 -1.6065 -0.434 1.191 1.287 0.15
H -1.7610 -1.4729 0.7761 -0.794 -0.237 -0.251 0.11
H -1.7259 -2.8134 -0.5240 -1.059 -0.155 -0.201 0.10
H -1.1307 -3.6884 1.6988 0.636 -0.270 -1.111 0.13
H 0.3748 -3.5207 0.6331 1.348 -1.317 -0.726 0.09
H 0.8028 -2.7333 2.5035 0.903 0.068 0.979 0.07
H 0.5178 0.3653 -2.7569 -0.439 0.703 0.780 0.13
H 1.1525 2.6093 -2.2108 1.119 1.112 -0.640 0.08
O -0.2347 1.3768 0.7165 1.884 1.079 -0.688 -0.09
O -1.2421 0.7308 0.0250 -4.060 1.321 1.843 -0.08
O 0.0978 -2.2018 2.1672 0.453 0.479 -0.255 -0.06
```
Forces are in eV/Å.

Relative energy (zero: lowest compared OMol25 entry of this formula, charge and spin), kcal/mol: 126.3
Net charge: 0
Molar mass, g/mol: 158.20
Largest force on an atom, Eh/bohr: 0.090
Multiplicity: 1
LUMO energy, eV: 1.01
SMILES: C[C@H]1C=C[C@@H](CCCO)OO1

=====

(5)
This record from the Open Molecules 2025 dataset describes 2 unconnected molecules or ions with the total composition C15H31BNO5 at a distorted geometry. The level of theory is wB97M-V/def2-TZVPD.

Geometry as XYZ:
```
53
Properties=species:S:1:pos:R:3:forces:R:3:lowdin_charge:R:1
C 1.7558 -0.6901 0.6853 -0.613 1.307 -0.301 0.00
C 2.3034 -1.0221 -0.7708 0.574 -4.077 -0.831 -0.39
O 2.5288 -2.2344 -1.0385 -0.820 4.385 0.824 0.03
O 2.5191 -0.0909 -1.8155 0.318 -0.481 3.166 -0.06
C 3.0706 1.1609 -1.3374 0.204 2.132 -0.938 -0.19
C 2.9114 2.2211 -2.5638 -0.435 -0.244 1.058 -0.17
C 1.4749 2.0626 -3.2623 0.055 0.332 -0.203 -0.21
C 0.2280 2.0592 -2.2524 1.036 -1.194 0.564 -0.21
C 0.3028 3.1520 -1.0790 -1.461 0.064 -0.703 -0.19
C -1.1982 3.6657 -0.7678 0.387 0.271 1.034 -0.20
C -1.8575 2.9451 0.5202 0.361 -0.589 -0.382 -0.20
C -1.9303 1.3360 0.3539 -0.536 1.244 -0.123 -0.13
C -2.7932 0.8677 -0.9152 0.289 -2.416 0.823 -0.30
C -4.3417 1.3249 -1.0373 -0.386 -0.335 -0.343 -0.17
O -5.1105 0.0901 -0.9903 0.784 1.822 0.141 -0.14
B -4.1267 -0.9170 -1.4524 0.411 -0.353 0.411 -0.69
O -2.9078 -0.5734 -0.6560 -0.006 1.405 -0.376 -0.14
H 1.2898 0.3634 0.7318 0.808 -1.560 -0.076 0.06
H 2.5945 -0.7311 1.4685 -1.197 -0.128 -1.313 0.10
H 0.8890 -1.4022 0.9485 1.613 0.856 -0.558 0.10
H 4.1740 1.0888 -1.0176 -1.546 -0.285 -0.607 0.13
H 2.5145 1.6253 -0.4601 0.448 -1.021 -1.080 0.09
H 2.9158 3.2566 -2.0556 0.313 -1.492 -0.923 0.10
H 3.7919 2.1356 -3.2989 -1.462 0.121 1.037 0.11
H 1.4301 1.1024 -3.8986 0.131 1.559 0.964 0.12
H 1.3490 2.9772 -3.9561 0.227 -1.430 0.865 0.11
H -0.7170 2.1082 -2.8885 1.224 0.245 1.038 0.11
H 0.1957 1.0290 -1.7315 -0.065 1.489 -0.987 0.11
H 0.6958 2.7256 -0.0825 -0.242 0.655 -1.685 0.10
H 0.9300 4.0331 -1.4543 -0.752 -1.132 0.773 0.10
H -1.8509 3.5300 -1.6902 0.766 0.193 1.251 0.11
H -1.1232 4.7753 -0.5156 -0.281 -1.248 -0.456 0.09
H -2.9123 3.3425 0.6825 1.290 -0.466 -0.289 0.09
H -1.2650 3.2019 1.4790 -0.716 -0.278 -1.512 0.10
H -0.8743 0.8877 0.2773 -1.573 0.619 0.077 0.08
H -2.4326 0.9086 1.2996 0.746 0.500 -1.592 0.13
H -2.2508 0.8892 -1.9260 -0.677 0.753 1.369 0.12
H -4.6254 1.7906 -2.0451 0.919 -0.190 1.139 0.11
H -4.6150 2.0790 -0.2193 0.114 -1.146 -0.813 0.10
H -3.7889 -0.8370 -2.6126 -0.078 0.574 -1.040 0.05
H -4.5140 -2.0470 -1.3465 -0.258 -0.479 0.617 0.04
C 1.4547 -4.2979 2.0469 0.015 0.014 -0.154 -0.01
C 0.4650 -3.9258 3.1173 -0.630 0.375 -0.111 -0.55
O -0.5349 -3.2669 2.8796 0.363 -0.150 0.081 0.04
N 0.7160 -4.3509 4.3896 0.092 0.007 -0.224 -0.01
C 1.8362 -5.1335 4.8641 -0.420 0.176 0.324 -0.09
H 1.1270 -3.8935 1.0896 -0.024 -0.003 0.167 0.08
H 2.4347 -3.8772 2.2837 0.051 -0.176 -0.075 0.08
H 1.5195 -5.3848 1.9597 0.180 0.052 0.010 0.08
H 0.0122 -4.0656 5.0555 0.083 -0.039 -0.088 0.14
H 1.4501 -6.0532 5.3096 0.286 -0.108 0.023 0.08
H 2.3598 -4.5569 5.6302 0.225 -0.207 0.004 0.08
H 2.5303 -5.3843 4.0652 -0.136 0.078 0.021 0.07
```
Forces are in eV/Å.

Net charge: -1
Molar mass, g/mol: 316.23
Largest force on an atom, Eh/bohr: 0.088
Multiplicity: 1
LUMO energy, eV: 2.38

=====

(6)
This record from the Open Molecules 2025 dataset describes a single C5H8O3 molecule at a distorted geometry. The level of theory is wB97M-V/def2-TZVPD.

Geometry as XYZ:
```
16
Properties=species:S:1:pos:R:3:forces:R:3:lowdin_charge:R:1
C 0.8532 2.1878 -0.0562 -0.005 0.256 -0.107 -0.03
C 0.1527 0.8768 -0.2477 1.461 -0.583 0.109 -0.33
C 0.1423 -1.6025 -0.0414 -1.136 -1.303 0.266 -0.43
C 0.6865 -0.2844 0.1744 0.114 1.490 -0.128 -0.01
C -0.3756 -2.3489 0.9338 0.100 -0.185 -0.277 0.06
O -1.0238 0.9804 -0.9700 0.044 -0.429 0.531 -0.07
O -2.0638 0.3736 -0.1544 -0.002 0.644 -0.298 0.02
O 0.1717 -2.0709 -1.3339 0.062 0.466 -0.159 0.04
H -2.3823 1.1987 0.2474 -0.298 -0.357 0.098 0.11
H 0.3394 -1.3086 -1.9140 -0.039 -0.428 0.203 0.11
H 1.6265 -0.2737 0.7227 -0.154 0.376 -0.076 0.13
H 1.9176 2.0556 0.1645 -0.288 -0.107 0.021 0.09
H 0.7800 2.7976 -0.9629 -0.071 -0.062 0.136 0.09
H 0.3955 2.7422 0.7690 0.006 0.074 -0.117 0.09
H -0.7848 -3.3290 0.7124 0.055 0.101 0.004 0.07
H -0.4351 -1.9947 1.9565 0.150 0.048 -0.204 0.07
```
Forces are in eV/Å.

Relative energy (zero: lowest compared OMol25 entry of this formula, charge and spin), kcal/mol: 107.5
Net charge: 0
Molar mass, g/mol: 116.12
Largest force on an atom, Eh/bohr: 0.034
Multiplicity: 1
LUMO energy, eV: 0.63
SMILES: C=C(O)/C=C(/C)OO